Density functional theory data (ωB97M-V with the def2-TZVPD basis set) for a molecular structure, C38H45N7SSeV.

Each line ends with the Löwdin charge.
Cartesian coordinates (Å):
V: 0.285 0.031 0.572  0.383
C: 0.006 -1.922 3.411  -0.030
C: -0.316 -0.480 3.667  -0.302
C: -0.915 -0.094 4.856  -0.020
C: -1.201 1.248 5.081  -0.042
C: -0.856 2.177 4.122  -0.002
C: -0.236 1.732 2.959  -0.231
N: -0.002 0.420 2.718  0.046
C: 0.210 2.624 1.895  -0.241
C: 0.257 4.005 1.919  0.007
C: 0.768 4.684 0.814  -0.054
C: 1.280 3.969 -0.254  0.005
C: 1.243 2.578 -0.219  -0.221
N: 0.651 1.938 0.814  -0.057
C: 1.918 1.669 -1.116  -0.217
C: 2.538 2.069 -2.305  -0.021
C: 3.312 1.166 -2.991  -0.046
C: 3.480 -0.116 -2.461  -0.022
C: 2.813 -0.468 -1.308  -0.304
C: 3.002 -1.814 -0.679  -0.029
N: 1.986 0.388 -0.668  0.041
H: 0.586 -2.334 4.238  0.090
H: -0.907 -2.516 3.328  0.087
H: 0.574 -2.056 2.492  0.036
H: -1.155 -0.843 5.597  0.119
H: -1.681 1.558 5.999  0.114
H: -1.058 3.229 4.263  0.112
H: -0.079 4.561 2.782  0.113
H: 0.805 5.764 0.818  0.108
H: 1.735 4.488 -1.086  0.112
H: 2.411 3.081 -2.660  0.111
H: 3.809 1.446 -3.910  0.113
H: 4.131 -0.834 -2.940  0.119
H: 4.038 -1.933 -0.356  0.098
H: 2.366 -1.931 0.196  0.043
H: 2.784 -2.620 -1.382  0.087
C: -7.932 0.330 -1.275  -0.095
C: -6.688 1.200 -1.146  -0.247
C: -5.790 0.819 0.027  -0.186
C: -5.089 -0.527 -0.115  -0.147
N: -4.135 -0.538 -1.225  -0.007
C: -2.928 0.065 -1.205  -0.617
Se: -2.172 0.869 0.310  0.869
N: -2.371 -0.053 -2.423  -0.009
C: -1.132 0.570 -2.870  -0.135
C: -1.234 2.080 -3.049  -0.180
C: -2.261 2.562 -4.077  -0.231
C: -3.698 2.627 -3.562  -0.090
C: -3.219 -0.792 -3.240  -0.154
C: -3.107 -1.201 -4.563  0.009
C: -4.153 -1.941 -5.082  -0.065
C: -5.274 -2.264 -4.311  -0.064
C: -5.391 -1.850 -2.998  0.004
C: -4.344 -1.099 -2.479  -0.150
H: -8.613 0.729 -2.027  0.078
H: -8.476 0.287 -0.329  0.081
H: -7.701 -0.695 -1.568  0.047
H: -6.994 2.240 -1.013  0.112
H: -6.111 1.182 -2.076  0.091
H: -6.382 0.784 0.946  0.123
H: -5.026 1.583 0.185  0.080
H: -5.796 -1.334 -0.301  0.123
H: -4.538 -0.765 0.795  0.097
H: -0.871 0.083 -3.809  0.127
H: -0.340 0.315 -2.161  0.078
H: -0.235 2.407 -3.344  0.107
H: -1.431 2.542 -2.078  0.089
H: -2.208 1.941 -4.977  0.108
H: -1.970 3.565 -4.394  0.109
H: -4.118 1.642 -3.362  0.046
H: -4.350 3.108 -4.291  0.079
H: -3.749 3.206 -2.637  0.083
H: -2.245 -0.960 -5.169  0.114
H: -4.104 -2.281 -6.107  0.111
H: -6.066 -2.851 -4.755  0.111
H: -6.260 -2.106 -2.409  0.102
C: 2.447 -5.470 1.972  -0.015
C: 1.698 -5.164 0.717  -0.305
C: 1.678 -6.018 -0.381  0.008
C: 0.938 -5.627 -1.482  -0.098
N: 0.276 -4.471 -1.523  0.088
C: 0.372 -3.727 -0.434  -0.654
S: -0.543 -2.183 -0.463  0.877
N: 1.025 -4.007 0.680  0.117
H: 2.954 -6.430 1.913  0.081
H: 1.760 -5.481 2.818  0.089
H: 3.184 -4.689 2.162  0.089
H: 2.214 -6.956 -0.371  0.117
H: 0.873 -6.253 -2.364  0.117
C: -2.089 -2.869 0.191  -0.314
H: -1.861 -3.556 1.004  0.047
H: -2.630 -3.384 -0.600  0.051
H: -2.661 -2.035 0.586  -0.005

Values from the calculation:
HOMO-LUMO gap (alpha / beta) = 5.6075 / 5.5787 eV
multiplicity = 1
HOMO energy (alpha / beta) = -0.289 / -0.289 hartree
charge = +1

=====

Density functional theory data (ωB97M-V with the def2-TZVPD basis set) for a molecular structure, C38H46N5ORb.

Each line ends with the Löwdin charge.
Cartesian coordinates (Å):
Rb: 0.910 1.045 0.571  0.898
O: 4.920 3.683 1.126  -0.078
C: 3.736 3.339 0.866  -0.563
N: 2.901 2.636 1.595  -0.067
C: 3.434 2.229 2.871  -0.216
C: 2.787 0.989 3.434  -0.290
C: 3.568 0.030 4.075  -0.037
C: 2.967 -1.076 4.653  -0.078
C: 1.586 -1.194 4.562  -0.078
C: 0.887 -0.205 3.896  -0.152
N: 1.455 0.875 3.357  0.032
C: 3.137 3.843 -0.437  -0.193
C: 3.729 4.954 -1.039  -0.022
C: 3.187 5.471 -2.201  -0.087
C: 2.068 4.853 -2.747  -0.084
C: 1.557 3.745 -2.092  -0.150
N: 2.066 3.246 -0.969  0.060
H: 3.267 3.031 3.612  0.126
H: 4.520 2.084 2.824  0.103
H: 4.643 0.152 4.107  0.108
H: 3.557 -1.836 5.149  0.098
H: 1.068 -2.045 4.983  0.095
H: -0.193 -0.265 3.805  0.110
H: 4.606 5.380 -0.573  0.103
H: 3.624 6.340 -2.679  0.092
H: 1.609 5.217 -3.657  0.091
H: 0.687 3.224 -2.484  0.115
C: -5.135 -1.362 0.105  -0.075
C: -4.206 -0.882 -1.020  -0.389
C: -4.719 -1.377 -2.374  -0.079
C: -4.037 0.630 -0.950  -0.148
C: -5.173 1.423 -1.049  -0.099
C: -5.165 2.776 -0.737  -0.144
C: -3.977 3.332 -0.262  -0.088
C: -2.814 2.596 -0.168  -0.156
C: -1.558 3.213 0.410  -0.422
C: -1.592 3.108 1.939  -0.069
C: -1.323 4.663 -0.022  -0.080
C: -2.773 1.223 -0.593  -0.230
N: -1.586 0.590 -0.610  -0.082
C: -1.359 -0.351 -1.592  -0.268
C: -0.410 -1.323 -1.650  -0.268
N: 0.627 -1.618 -0.792  -0.060
C: 1.125 -2.878 -0.845  -0.223
C: 0.285 -4.047 -0.889  -0.147
C: 0.832 -5.306 -1.080  -0.095
C: 2.202 -5.508 -1.170  -0.144
C: 3.031 -4.400 -1.034  -0.092
C: 2.542 -3.115 -0.872  -0.149
C: 3.561 -1.999 -0.707  -0.375
C: 3.362 -0.813 -1.654  -0.072
C: 3.589 -1.537 0.754  -0.072
C: -1.194 -3.956 -0.538  -0.383
C: -1.496 -4.766 0.730  -0.076
C: -2.108 -4.394 -1.683  -0.075
H: -5.167 -2.457 0.147  0.062
H: -6.155 -0.996 -0.045  0.063
H: -4.780 -0.989 1.067  0.079
H: -3.233 -1.337 -0.853  0.099
H: -5.677 -0.911 -2.626  0.062
H: -4.860 -2.463 -2.361  0.061
H: -4.006 -1.136 -3.163  0.067
H: -6.114 0.964 -1.346  0.092
H: -6.064 3.375 -0.831  0.068
H: -3.972 4.377 0.036  0.093
H: -0.708 2.631 0.052  0.003
H: -2.458 3.649 2.330  0.075
H: -0.684 3.522 2.388  0.076
H: -1.682 2.060 2.236  0.074
H: -2.021 5.352 0.462  0.063
H: -1.441 4.763 -1.103  0.078
H: -0.308 4.970 0.243  0.072
H: -1.997 -0.292 -2.482  0.090
H: -0.463 -1.934 -2.563  0.098
H: 0.173 -6.171 -1.118  0.093
H: 2.613 -6.500 -1.324  0.070
H: 4.109 -4.541 -1.075  0.092
H: 4.543 -2.432 -0.932  0.114
H: 2.357 -0.418 -1.524  0.032
H: 3.479 -1.125 -2.695  0.076
H: 4.097 -0.029 -1.439  0.073
H: 2.597 -1.190 1.035  0.035
H: 4.302 -0.719 0.898  0.077
H: 3.860 -2.366 1.412  0.078
H: -1.422 -2.916 -0.317  0.108
H: -1.377 -5.839 0.556  0.062
H: -2.522 -4.586 1.067  0.065
H: -0.815 -4.474 1.532  0.078
H: -1.877 -5.414 -2.004  0.064
H: -1.982 -3.729 -2.539  0.068
H: -3.158 -4.361 -1.375  0.062

Values from the calculation:
HOMO-LUMO gap = 3.3043 eV
multiplicity = 1
HOMO energy = 0.019 hartree
charge = -2